This record from the Open Molecules 2025 dataset describes a molecular structure, C52H58N4OSnTe at a distorted geometry. The level of theory is ωB97M-V with the def2-TZVPD basis set.

Summary:
Kohn-Sham gap (spin up / spin down)   6.49 / 5.67 eV
Energy relative to the best compared isomer or geometry (same formula, charge and spin)   0.0 kcal/mol
Net charge   -1
E_LUMO (spin up / spin down)   0.0812 / 0.0488 Eh
Multiplicity   2
E   -2792.9281 a.u.
HOMO (spin up / spin down)   -4.283 / -4.341 eV

```
117
Properties=species:S:1:pos:R:3:forces:R:3
Sn 1.6954 1.9252 0.0622 0.1 -0.1 0.0
C -3.1833 0.1945 3.6224 0.0 0.0 0.0
C -3.0311 1.3319 2.6117 0.0 0.0 0.0
C -3.4122 2.6737 3.2375 0.0 0.0 0.0
C -3.8307 1.0645 1.3516 0.0 0.0 0.0
C -5.2129 0.9333 1.4284 0.0 0.0 0.0
C -5.9710 0.6846 0.2985 0.0 0.0 0.0
C -5.3370 0.5657 -0.9295 0.0 0.0 0.0
C -3.9578 0.6896 -1.0543 -0.1 0.0 -0.1
C -3.3029 0.6594 -2.4299 0.0 0.0 0.0
C -4.1519 0.0127 -3.5185 -0.1 0.0 0.0
C -2.8985 2.0789 -2.8323 0.0 0.0 0.0
C -3.1946 0.9443 0.1070 0.0 0.1 0.0
N -1.8101 1.1947 0.0364 -0.1 -0.1 0.0
C -1.0600 0.2571 -0.4193 0.1 0.0 0.0
C 1.1601 -0.4391 -1.2869 0.0 0.0 0.0
C 1.7660 -1.8105 -0.7763 -0.2 0.2 0.2
C 3.1283 -1.6782 -1.4233 0.0 0.0 0.1
C 3.3731 -0.3841 -1.7251 0.0 0.0 0.0
N 2.2933 0.4450 -1.5087 0.1 0.1 0.0
C 4.6434 0.2122 -2.2883 0.0 0.0 0.0
C 4.9642 1.5226 -1.5613 0.0 0.0 0.0
C 4.4169 0.5133 -3.7757 0.0 0.0 0.0
C 5.8166 -0.7527 -2.1331 0.0 0.0 0.0
H -2.5871 0.3908 4.5175 0.0 0.0 0.0
H -2.8516 -0.7549 3.1971 0.0 0.0 0.0
H -4.2256 0.0758 3.9320 0.0 0.0 0.0
H -1.9822 1.3876 2.3191 0.0 0.0 0.0
H -4.4583 2.6835 3.5557 0.0 0.0 0.0
H -3.2741 3.4879 2.5233 0.0 0.0 0.0
H -2.7933 2.8783 4.1150 0.0 0.0 0.0
H -5.7010 1.0252 2.3930 0.0 0.0 0.0
H -7.0479 0.5901 0.3675 0.0 0.0 0.0
H -5.9358 0.3807 -1.8121 0.0 0.0 0.0
H -2.3899 0.0673 -2.3700 0.0 0.0 0.0
H -5.0192 0.6266 -3.7769 0.0 0.0 0.0
H -4.5106 -0.9754 -3.2236 0.0 0.0 0.0
H -3.5520 -0.1003 -4.4240 0.0 0.0 0.0
H -3.7785 2.7291 -2.8624 0.0 0.0 0.0
H -2.4255 2.0880 -3.8192 0.0 0.0 0.0
H -2.1959 2.4974 -2.1114 0.0 0.0 0.0
H -1.4649 -0.7195 -0.7061 0.0 0.0 0.0
H 1.1657 -2.5712 -1.2636 0.0 0.0 0.0
H 3.8337 -2.4937 -1.4885 0.0 0.0 0.0
H 4.1584 2.2480 -1.6890 0.0 0.0 0.0
H 5.8761 1.9636 -1.9732 0.0 0.0 0.0
H 5.1191 1.3594 -0.4915 0.0 0.0 0.0
H 3.6066 1.2328 -3.9014 0.0 0.0 0.0
H 4.1445 -0.3962 -4.3153 0.0 0.0 0.0
H 5.3257 0.9268 -4.2237 0.0 0.0 0.0
H 5.9605 -1.0317 -1.0871 0.0 0.0 0.0
H 6.7359 -0.2866 -2.4971 0.0 0.0 0.0
H 5.6542 -1.6671 -2.7072 0.0 0.0 0.0
C 0.0024 -5.3512 6.9804 0.0 0.0 0.0
C 0.0362 -4.3851 5.8269 0.0 0.0 0.0
C 0.8393 -3.2541 5.8605 0.0 0.0 0.0
C 0.8764 -2.3456 4.8066 0.0 0.0 0.1
C 1.7523 -1.1297 4.9495 0.1 0.0 -0.1
C 0.0893 -2.5746 3.6686 -0.2 0.1 0.0
Te 0.0308 -1.1245 2.1267 -0.5 0.2 0.5
N 0.2690 0.4104 -0.5211 -0.1 0.1 0.0
C 0.4133 -0.8255 -2.6064 0.0 0.0 0.0
O -0.3062 -1.8033 -2.6222 0.0 0.0 0.0
C 0.4913 0.0201 -3.8417 0.0 0.0 0.1
C 0.2738 -0.6240 -5.0581 0.0 0.0 0.0
C 0.3244 0.0851 -6.2466 0.0 0.0 0.0
C 0.5751 1.4511 -6.2262 0.0 0.0 0.0
C 0.7634 2.1014 -5.0155 0.0 0.0 0.0
C 0.7245 1.3907 -3.8233 0.0 0.0 0.0
C 1.8837 -2.3577 0.6817 1.2 -1.0 -0.8
C 1.3556 -3.6775 0.7660 -0.2 0.2 0.1
C 1.8048 -4.6223 1.6583 -0.1 0.0 0.1
C 2.8723 -4.3202 2.4942 0.0 0.0 0.0
C 3.4613 -3.0690 2.4017 0.0 0.1 0.2
C 3.0179 -2.0970 1.5173 -0.4 0.3 0.0
C 3.6640 -0.7454 1.5728 0.1 0.0 -0.1
C -0.7352 -3.7139 3.6209 0.0 0.0 0.0
C -1.6455 -4.0371 2.4641 0.0 0.0 0.1
C -0.7431 -4.5946 4.6992 0.0 0.0 -0.1
H 0.6984 -5.0515 7.7642 0.0 0.0 0.0
H 0.2700 -6.3600 6.6595 0.0 0.0 0.0
H -0.9957 -5.4049 7.4207 0.0 0.0 0.0
H 1.4575 -3.0688 6.7334 0.0 0.0 0.0
H 2.3885 -1.2250 5.8298 0.0 0.0 0.0
H 1.1535 -0.2227 5.0520 0.0 0.0 0.0
H 2.3893 -0.9917 4.0709 -0.1 0.0 0.2
H 0.0713 -1.6870 -5.0518 0.0 0.0 0.0
H 0.1675 -0.4260 -7.1883 0.0 0.0 0.0
H 0.6171 2.0092 -7.1538 0.0 0.0 0.0
H 0.9495 3.1681 -4.9990 0.0 0.0 0.0
H 0.8658 1.8903 -2.8787 0.0 0.0 0.0
H 0.5367 -3.9181 0.0981 0.1 -0.1 -0.1
H 1.3358 -5.5983 1.6927 0.0 0.0 0.0
H 3.2518 -5.0535 3.1943 0.0 0.0 0.0
H 4.3043 -2.8300 3.0423 0.0 0.0 0.0
H 4.7344 -0.8344 1.7717 0.0 0.0 0.0
H 3.2131 -0.1464 2.3702 0.0 0.0 0.0
H 3.5314 -0.1890 0.6516 0.0 0.0 0.0
H -1.2924 -3.6148 1.5302 0.0 0.0 -0.1
H -2.6451 -3.6279 2.6357 0.0 0.0 0.0
H -1.7425 -5.1186 2.3529 0.0 0.0 0.0
H -1.3788 -5.4743 4.6487 0.0 0.0 0.0
C 1.4710 3.7262 -1.3146 0.0 0.1 0.0
C 0.1332 4.3592 -1.3748 0.0 0.0 0.0
C -0.5307 4.7485 -0.2018 -0.1 0.0 0.0
C -1.7702 5.3530 -0.2397 0.0 0.0 0.0
C -2.3885 5.6017 -1.4659 -0.1 0.0 0.0
C -1.7525 5.2177 -2.6432 0.0 0.0 0.0
C -0.5178 4.5992 -2.5894 0.0 0.0 0.0
C -3.6668 6.2563 -1.5158 0.1 0.0 0.0
N -4.6836 6.7938 -1.5571 0.0 0.0 0.0
H 2.1599 4.3801 -0.7698 0.0 0.0 0.0
H 1.8904 3.5619 -2.3093 0.0 0.0 0.0
H -0.0670 4.5580 0.7598 0.0 0.0 0.0
H -2.2704 5.6345 0.6779 0.0 0.0 0.0
H -2.2328 5.3983 -3.5963 0.0 0.0 0.0
H -0.0373 4.2999 -3.5115 0.0 0.0 0.0
```
Positions in Å, forces in eV/Å.



This record from the Open Molecules 2025 dataset describes a molecular structure, C52H58N9O9S3Si2Ti. The level of theory is ωB97M-V with the def2-TZVPD basis set.

Summary:
Kohn-Sham gap (spin up / spin down)   5.70 / 6.09 eV
Energy relative to the best compared isomer or geometry (same formula, charge and spin)   23.1 kcal/mol
Net charge   -2
E_LUMO (spin up / spin down)   0.1275 / 0.1275 Eh
Multiplicity   2
E   -5809.6615 a.u.
HOMO (spin up / spin down)   -2.227 / -2.618 eV

```
134
Properties=species:S:1:pos:R:3:forces:R:3
Ti -0.3326 -0.3969 0.0578 -0.6 -0.2 -0.5
S 0.9830 1.5406 0.6595 -0.2 0.0 0.0
C -0.1956 2.2707 1.7135 0.0 0.0 0.1
N 0.0577 3.4768 2.2006 0.1 0.0 0.0
N -0.8746 3.9292 3.0741 0.0 0.2 -0.1
C -0.8426 5.2273 3.5088 0.0 -0.1 0.0
C -1.8650 5.6953 4.3484 0.0 0.0 0.0
C -1.8457 6.9939 4.8226 0.0 0.0 0.0
C -0.8150 7.8638 4.4823 0.0 0.0 0.0
C 0.1959 7.3988 3.6488 0.0 0.0 0.0
C 0.1945 6.1036 3.1590 0.0 0.0 0.0
N -1.3295 1.6385 2.0443 0.0 0.1 -0.2
N -1.5871 0.5014 1.3943 0.0 0.3 0.8
C -2.7726 -0.0575 2.0025 0.1 -0.1 -0.1
C -4.0160 0.1246 1.4184 0.0 0.0 0.1
C -5.1548 -0.3828 2.0280 0.0 0.0 0.0
C -5.0519 -1.0712 3.2274 0.0 0.0 0.0
C -3.8044 -1.2463 3.8100 0.0 0.0 0.0
C -2.6607 -0.7402 3.2073 -0.1 0.0 0.0
H -1.6951 3.3492 3.2033 0.0 0.0 0.1
H -2.6697 5.0233 4.6254 0.0 0.0 0.0
H -2.6482 7.3300 5.4698 0.0 0.0 0.0
H -0.8010 8.8791 4.8581 0.0 0.0 0.0
H 1.0090 8.0599 3.3693 0.0 0.0 0.0
H 0.9796 5.7433 2.5102 0.0 0.0 0.0
H -4.0775 0.6594 0.4835 0.0 0.1 0.0
H -6.1228 -0.2477 1.5580 0.0 0.0 0.0
H -5.9378 -1.4782 3.7011 0.0 0.0 0.0
H -3.7153 -1.7900 4.7438 0.0 0.0 0.0
H -1.6773 -0.8685 3.6417 0.0 0.0 0.0
C 1.8677 -4.3796 -0.4328 0.0 -0.1 -0.1
Si 0.1913 -3.5074 -0.4114 0.0 0.2 0.0
C -0.3757 -3.4253 1.3738 0.0 -0.1 0.1
C -1.0159 -4.6294 -1.3179 0.0 -0.1 0.0
N 0.2952 -1.8903 -1.1332 0.0 0.1 -0.1
C -0.1099 -1.6595 -2.4336 0.1 -0.2 -0.1
C 0.1349 -2.5643 -3.4733 0.0 0.0 0.0
C -0.3623 -2.3676 -4.7536 0.0 0.0 0.0
C -1.1462 -1.2507 -4.9976 0.0 0.0 0.0
C -1.3343 -0.3041 -3.9916 0.0 0.1 0.0
C -0.7530 -0.4216 -2.7196 0.0 0.0 -0.1
N -0.7553 0.5345 -1.6927 0.1 -0.1 -0.3
Si -1.2712 2.2251 -1.8780 0.1 -0.3 0.0
C -0.0231 3.5884 -1.5113 -0.1 0.0 -0.1
C -2.7972 2.6413 -0.8743 -0.1 0.1 -0.1
C -1.8300 2.7082 -3.6283 0.0 0.2 0.0
H 1.6911 -5.4510 -0.2846 0.0 0.0 0.0
H 2.5246 -4.0353 0.3697 0.0 0.0 0.0
H 2.4008 -4.2589 -1.3818 0.0 0.0 0.0
H 0.2379 -4.1092 1.9732 -0.1 0.0 0.0
H -1.4227 -3.7320 1.4193 0.0 0.0 0.0
H -0.3067 -2.4651 1.8886 0.0 0.0 -0.1
H -0.6163 -5.6503 -1.3146 -0.1 0.0 0.0
H -1.2210 -4.3583 -2.3526 0.0 0.0 0.0
H -1.9689 -4.6278 -0.7849 0.0 0.0 0.0
H 0.7232 -3.4479 -3.2503 0.0 0.0 0.0
H -0.1555 -3.0868 -5.5380 0.0 0.0 0.0
H -1.6160 -1.1008 -5.9634 0.0 0.0 0.0
H -1.9550 0.5437 -4.2179 0.0 0.0 0.0
H 0.0049 3.8643 -0.4584 0.0 0.0 0.0
H -0.3583 4.4621 -2.0860 0.1 0.0 0.0
H 0.9909 3.3463 -1.8157 0.0 0.0 0.0
H -2.9970 3.7087 -1.0288 0.0 0.0 0.0
H -3.6636 2.0854 -1.2461 0.0 0.0 0.0
H -2.7006 2.4692 0.1944 0.1 0.0 0.0
H -1.9833 3.7921 -3.5637 0.0 -0.1 0.0
H -2.7843 2.2692 -3.9288 0.0 0.0 0.0
H -1.0967 2.5251 -4.4176 0.0 0.0 0.0
O 4.6609 -1.5520 4.1858 0.2 0.2 -0.1
C 4.8981 -1.7036 2.9106 0.0 0.1 0.1
O 6.0047 -1.9588 2.4638 0.0 0.0 0.0
C 3.7441 -1.5376 1.9812 0.1 -0.1 -0.1
C 3.8912 -1.6266 0.6107 0.0 0.1 0.0
N 2.6862 -1.4358 0.0753 0.2 0.2 0.0
N 1.7503 -1.2071 1.0004 -0.1 -0.2 0.0
C 2.3677 -1.2756 2.1774 0.1 0.2 0.0
C 1.5947 -1.0755 3.4616 -0.1 -0.4 0.0
O 2.2695 -1.2047 4.5301 -0.1 0.4 -0.1
O 0.3835 -0.8877 3.3569 0.1 0.2 0.0
H 3.6389 -1.2889 4.3434 -0.1 -0.5 0.1
H 4.7680 -1.8269 0.0172 0.0 0.0 0.0
H 2.4037 -1.3626 -0.8972 0.0 0.0 0.0
O 2.5044 -0.0399 -2.3361 0.3 -0.2 0.1
S 2.2913 1.2713 -2.9908 -0.4 0.0 0.0
C 3.4695 2.4039 -2.2751 0.1 0.1 0.0
C 4.3262 1.9427 -1.2921 -0.1 0.0 0.0
C 5.1786 2.8439 -0.6673 0.0 0.0 0.0
C 5.1598 4.1827 -1.0295 0.0 0.0 0.0
C 4.2812 4.6356 -2.0076 0.0 0.0 0.0
C 3.4198 3.7460 -2.6292 0.1 0.0 0.0
C 2.9824 1.0955 -4.6348 0.1 0.0 0.0
C 2.0850 0.6310 -5.5873 0.0 -0.1 0.0
C 2.5426 0.3379 -6.8647 0.0 0.0 0.0
C 3.8828 0.5150 -7.1770 0.0 0.0 0.0
C 4.7760 0.9719 -6.2144 0.0 0.0 0.0
C 4.3293 1.2576 -4.9334 -0.1 0.1 0.0
H 4.2846 0.9006 -1.0017 0.0 0.0 0.0
H 5.8373 2.4984 0.1191 0.0 0.0 0.0
H 5.8144 4.8854 -0.5290 0.0 0.0 0.0
H 4.2496 5.6860 -2.2688 0.0 0.0 0.0
H 2.7057 4.0890 -3.3702 0.0 0.0 0.0
H 1.0458 0.4600 -5.3175 0.0 0.0 0.0
H 1.8498 -0.0402 -7.6059 0.0 0.0 0.0
H 4.2391 0.2880 -8.1746 0.0 0.0 0.0
H 5.8223 1.0996 -6.4637 0.0 0.0 0.0
H 5.0141 1.6077 -4.1708 0.0 0.0 0.0
C -0.3789 -8.6339 -3.4874 0.0 0.0 0.0
C -1.3541 -7.5296 -3.7901 0.0 0.0 0.0
C -2.5507 -7.4282 -3.0837 0.0 0.0 0.0
C -3.4226 -6.3769 -3.3048 0.0 0.0 0.0
C -3.1033 -5.4186 -4.2562 0.0 0.0 0.1
C -1.9306 -5.5089 -4.9846 0.0 0.0 -0.1
C -1.0611 -6.5625 -4.7454 0.0 0.0 0.0
S -4.1923 -4.0441 -4.4904 0.0 0.0 0.1
O -3.9046 -3.5289 -5.8025 0.0 0.0 0.0
O -5.5190 -4.4894 -4.1542 0.0 0.0 -0.1
N -3.7485 -2.9773 -3.3556 -0.1 0.0 -0.1
C -4.7361 -2.4241 -2.4070 0.2 -0.1 0.0
C -4.0308 -1.4258 -1.5151 0.0 0.1 -0.1
C -3.1684 -2.0749 -0.4222 -0.2 0.3 -0.3
O -3.5834 -3.0558 0.1799 0.1 0.0 0.0
O -2.0593 -1.4646 -0.2420 0.4 0.0 0.7
H -0.8946 -9.5585 -3.2231 0.0 0.0 0.0
H 0.2611 -8.3603 -2.6449 0.0 0.0 0.0
H 0.2701 -8.8360 -4.3406 0.0 0.0 0.0
H -2.7931 -8.1727 -2.3334 0.0 0.0 0.0
H -4.3431 -6.2862 -2.7425 0.0 0.0 0.0
H -1.7073 -4.7570 -5.7292 0.0 0.0 0.0
H -0.1354 -6.6296 -5.3065 0.0 0.0 0.0
H -3.0117 -2.3453 -3.6664 0.0 0.0 0.0
H -5.1247 -3.2357 -1.7947 0.0 0.0 0.0
H -5.5638 -1.9558 -2.9434 0.0 0.0 0.0
H -4.7762 -0.8097 -1.0072 -0.1 -0.1 0.0
H -3.4121 -0.7474 -2.1066 0.0 0.0 0.0
```
Positions in Å, forces in eV/Å.



> Which value of energy relative to the best compared isomer or geometry (same formula, charge and spin) does entry 1 give?

0.0 kcal/mol



> What is the E in the first record?

-2792.9281 a.u.